{"formula": "C4H7F", "method": "the ωB97M-V functional and the def2-TZVPD basis", "symbols": ["C", "C", "C", "C", "F", "H", "H", "H", "H", "H", "H", "H"], "positions_angstrom": [[-1.419977, -0.998534, -1.564279], [-0.716972, -0.386923, -0.399313], [0.606440, -0.131255, -0.378135], [1.233013, 0.237317, 0.883528], [0.385938, 1.270143, 1.457306], [-0.695451, -1.420214, -2.283122], [-2.070854, -1.843976, -1.290257], [-2.096373, -0.374031, -2.134709], [-1.321638, 0.070809, 0.405979], [1.201792, -0.323939, -1.253150], [2.132839, 0.774823, 0.575319], [1.161223, -0.638391, 1.613374]], "atomic_forces_ev_per_a": [[0.059, -0.991, -0.639], [0.311, 1.222, -0.480], [-2.449, -1.640, -0.491], [-1.190, 1.403, 0.697], [0.818, -0.721, 0.136], [-0.185, 0.250, 0.266], [0.312, 0.155, 0.340], [-0.010, 0.652, 0.066], [0.304, -0.875, -0.205], [0.336, -0.293, -0.109], [0.626, -0.614, 1.246], [1.068, 1.452, -0.826]], "lowdin_charge": [-0.1140, -0.1499, -0.1319, -0.1762, -0.1210, 0.0761, 0.0749, 0.0652, 0.1165, 0.1019, 0.1129, 0.1456], "largest_force_ha_per_bohr": 0.0581, "multiplicity": 1, "e_tot_ev": -6977.5552, "relative_energy_ev": 0.637, "e_homo_ev": -9.41, "orbital_gap_ev": 10.48, "smiles": "C/C=C/CF"}